[1]
C3H5NO2 | the ωB97M-V functional and the def2-TZVPD basis

Output
Energy above the lowest of the compared OMol25 structures with the same formula, charge and spin, kcal/mol: 77.2
Kohn-Sham gap, hartree: 0.401
HOMO energy, eV: -10.645
Strongest force on any atom, eV/Å: 2.90
Structure (SMILES): N#CCC=O.O

CARTESIAN COORDINATES (ANGSTROEM)
C: -0.070 0.554 0.553
H: 0.206 1.730 0.142
O: -0.621 -1.626 -0.255
O: -0.340 0.565 -1.767
H: -1.519 -1.829 0.018
C: 0.415 0.609 -0.808
H: -0.717 -1.054 -1.044
N: 1.421 -0.148 2.577
C: 0.757 0.112 1.664
H: 1.510 0.710 -0.861
H: -1.144 0.479 0.726

Results of the natural (NBO) charge analysis, in e, for atoms 1 through 4: number 1, C, carries -0.461; number 2, H, carries 0.282; number 3, O, carries -0.953; number 4, O, carries -0.594

[2]
C3H5NO2 | the ωB97M-V functional and the def2-TZVPD basis

Output
Energy above the lowest of the compared OMol25 structures with the same formula, charge and spin, kcal/mol: 31.7
Kohn-Sham gap, hartree: 0.392
HOMO energy, eV: -9.944
Strongest force on any atom, eV/Å: 2.17
Structure (SMILES): O=CCNC=O

CARTESIAN COORDINATES (ANGSTROEM)
C: 0.531 0.775 0.367
O: 1.200 -1.536 0.203
C: 1.379 -0.452 0.690
N: -0.504 0.556 -0.645
O: -2.068 -0.835 0.395
C: -1.597 -0.250 -0.546
H: 2.193 -0.282 1.435
H: 1.211 1.596 0.095
H: -0.494 0.645 -1.659
H: -2.010 -0.248 -1.598
H: 0.077 1.098 1.321

Results of the natural (NBO) charge analysis, in e, for atoms 1 through 4: number 1, C, carries -0.338; number 2, O, carries -0.494; number 3, C, carries 0.425; number 4, N, carries -0.632

[3]
C3H5NO2 | the ωB97M-V functional and the def2-TZVPD basis

Output
Energy above the lowest of the compared OMol25 structures with the same formula, charge and spin, kcal/mol: 40.9
Kohn-Sham gap, hartree: 0.390
HOMO energy, eV: -9.784
Strongest force on any atom, eV/Å: 0.92

CARTESIAN COORDINATES (ANGSTROEM)
H: -1.594 0.357 0.963
C: 1.302 -1.134 -0.004
H: -1.332 2.359 -1.330
H: 1.176 -1.449 -1.042
N: -0.860 -0.549 1.268
C: -1.163 1.526 -0.627
H: 2.087 -0.377 0.037
H: 1.570 -1.989 0.621
C: 0.042 -0.566 0.495
O: -0.133 0.821 -0.817
O: -2.019 1.369 0.289

Results of the natural (NBO) charge analysis, in e, for atoms 1 through 4: number 1, H, carries 0.452; number 2, C, carries -0.711; number 3, H, carries 0.109; number 4, H, carries 0.260